9
Properties=species:S:1:pos:R:3 method="wB97M-V/def2-TZVPD" gap_ev="7.6 / 7.2" lumo_ev="-1.3 / -0.5" homo_ev="-8.851 / -7.618"
C 1.06329 -0.91862 -0.37742
C -1.29629 0.64978 0.13909
N -0.16195 0.47895 0.83107
S 2.52475 -1.08140 0.30133
Cl -0.02526 -1.93813 -1.10432
Cl 3.04087 0.83812 0.57086
H -1.26941 1.32278 -0.90260
H -2.21243 1.03909 0.80478
H -1.66356 -0.39056 -0.26278